*one*
17
Properties=species:S:1:pos:R:3 method="wB97M-V/def2-TZVPD" lumo_energy_ha="-0.0066 / -0.0066" homo_lumo_gap_ev="8.335 / 8.335" e_homo_ha="-0.3129 / -0.3129"
C -0.1809 0.6771 2.3742
C -0.9070 -0.1635 1.3445
S -2.3816 -0.8237 1.3596
C -0.0052 -0.5158 0.2177
N 0.8592 -1.4692 0.4526
N 1.5694 -1.6100 -0.7144
C 1.1010 -0.7119 -1.6905
C 0.0303 -0.0605 -1.1275
C -0.7846 1.0911 -1.5649
H -0.1364 0.2203 3.4068
H -0.6619 1.7542 2.4971
H 0.8164 0.7559 1.9765
H 2.0707 -2.4927 -0.8459
H 1.5690 -0.9324 -2.6686
H -0.6135 2.0143 -0.9798
H -0.5069 1.2943 -2.5864
H -1.8380 0.9726 -1.4510

*two*
17
Properties=species:S:1:pos:R:3 method="wB97M-V/def2-TZVPD" lumo_energy_ha=-0.0152 homo_lumo_gap_ev=8.490 e_homo_ha=-0.3272
S -2.9352 1.6176 -0.0014
C -1.4151 1.2980 0.4402
C -0.9637 -0.0862 0.8250
C -0.6326 -0.9388 -0.4329
C 0.3761 -0.3050 -1.3900
C 1.5986 0.2799 -0.7622
N 1.9989 0.2429 0.4347
C 1.3276 -0.2104 1.5422
N 0.0878 -0.2040 1.8046
H -0.6568 2.0810 0.4432
H -1.8281 -0.5696 1.3044
H -0.2470 -1.8906 -0.0629
H -1.5548 -1.1379 -0.9784
H -0.0994 0.4985 -1.9610
H 0.6962 -1.0566 -2.1198
H 2.2497 0.8146 -1.4524
H 1.9978 -0.4334 2.3667

Least stable: *two*

*one*
15
Properties=species:S:1:pos:R:3 method="wB97M-V/def2-TZVPD" lumo_energy_ha="-0.0230 / -0.0214" homo_lumo_gap_ev="7.172 / 7.150" e_homo_ha="-0.2865 / -0.2842"
C -2.3038 1.3418 1.3508
C 0.4557 -2.3927 -1.8828
C -1.3339 0.5471 1.7272
C 1.0628 -1.4309 -1.1872
C 1.3767 1.0819 0.0192
P 0.0055 -0.0950 -0.3269
H -3.0947 1.7738 1.8524
H -2.4917 1.7493 0.3251
H -0.5174 -2.6841 -1.6044
H 1.1301 -3.0614 -2.4216
H -1.2933 0.1886 2.7900
H 2.0833 -1.1746 -1.1738
H 1.9363 1.6031 -0.7422
H 0.8802 1.9045 0.5986
H 2.1041 0.6487 0.6755

*two*
15
Properties=species:S:1:pos:R:3 method="wB97M-V/def2-TZVPD" lumo_energy_ha=0.0250 homo_lumo_gap_ev=8.714 e_homo_ha=-0.2953
C -1.4141 1.4589 -0.8422
C 1.2189 -1.1569 -1.5254
C 1.2086 0.0592 -0.6060
C 0.4969 -1.2258 -0.2049
C -0.7629 0.3251 1.7419
P -0.4834 0.3051 -0.0279
H -2.5662 1.2292 -0.6191
H -1.2228 1.4333 -2.0018
H 0.6347 -1.0195 -2.4514
H 2.0879 -1.8946 -1.5105
H 2.4617 0.4799 0.2554
H 0.9697 -1.8745 0.6631
H 0.0183 0.4242 2.4315
H -1.3474 1.1661 1.8528
H -1.3763 -0.5488 1.8406

Least stable: *two*

*one*
174
Properties=species:S:1:pos:R:3 method="wB97M-V/def2-TZVPD" lumo_energy_ha=0.0104 homo_lumo_gap_ev=6.022 e_homo_ha=-0.2109
O -3.5284 1.7088 -1.3088
H -3.1201 2.5746 -1.3006
H -3.2360 1.2979 -0.4953
O -3.2305 -0.0354 -0.1642
H -2.5396 -0.6969 -0.1260
H -4.0175 -0.5240 -0.4050
C -1.5695 3.2628 1.4555
C -2.5881 3.6861 2.6677
C -4.0309 3.9345 2.2250
C -4.9160 2.6305 2.1655
C -4.7649 2.0145 3.5469
C -3.2429 1.6026 3.9058
N -2.4302 2.7985 3.8029
O -1.0701 2.6795 4.2498
C -3.3173 1.2119 5.3529
C -2.7627 0.4789 2.9710
C -2.1900 5.1150 3.1262
H -2.0373 3.5756 0.5220
H -1.2626 2.2241 1.3333
H -0.6403 3.7867 1.6797
H -4.5124 4.7860 2.7058
H -4.0004 4.1786 1.1631
H -4.6948 1.8420 1.4461
H -5.9359 2.9557 1.9607
H -5.4186 1.1422 3.5421
H -5.1253 2.7336 4.2824
H -4.1859 0.6267 5.6546
H -2.3748 0.8234 5.7388
H -3.2947 2.1574 5.8948
H -1.8367 -0.0634 3.1621
H -3.5445 -0.2765 2.8912
H -2.7046 0.8409 1.9445
H -1.9278 5.7381 2.2711
H -1.2237 4.9767 3.6111
H -2.8830 5.6693 3.7591
H -0.6967 2.2075 3.5019
C 1.8210 -4.1198 -4.9368
C 0.6392 -3.2622 -4.9311
C -0.2755 -3.7555 -6.0990
C -1.8193 -3.4735 -5.9832
C -2.2978 -3.6598 -4.5123
C -1.4732 -2.9879 -3.4071
N -0.0469 -3.3595 -3.6048
O 0.7915 -2.9583 -2.5079
C -1.8736 -1.5690 -3.4425
C -1.8633 -3.5217 -2.0102
C 0.9875 -1.7797 -5.2781
H 2.1519 -4.4243 -5.9297
H 1.7475 -4.9837 -4.2762
H 2.6786 -3.5802 -4.5351
H 0.0043 -3.2250 -7.0091
H -0.2941 -4.8204 -6.3310
H -2.3993 -4.0964 -6.6641
H -2.1405 -2.4761 -6.2834
H -2.1282 -4.6815 -4.1725
H -3.3700 -3.5164 -4.3782
H -1.6554 -1.0816 -4.3927
H -2.8831 -1.3493 -3.0950
H -1.2510 -1.0965 -2.6826
H -2.9200 -3.3653 -1.7934
H -1.5031 -4.5501 -2.0381
H -1.3017 -3.0514 -1.2030
H 0.0793 -1.3524 -5.7031
H 1.7898 -1.8005 -6.0156
H 1.2305 -1.2749 -4.3431
H 1.3572 -3.7314 -2.4463
C -2.6790 -1.0686 1.6370
C -2.2414 -1.9139 2.8085
C -3.4490 -2.8729 3.1581
C -3.4786 -4.0691 2.1729
C -2.0950 -4.8208 2.1794
C -0.9935 -3.9359 1.6537
N -1.0584 -2.6474 2.3777
O 0.0765 -1.8252 2.0628
C 0.3681 -4.6664 2.0835
C -1.1309 -3.7664 0.1030
C -1.9952 -1.0734 4.0940
H -1.7977 -0.5653 1.2395
H -3.3671 -0.2850 1.9540
H -3.1815 -1.6069 0.8333
H -3.3854 -3.3419 4.1400
H -4.3633 -2.2859 3.0705
H -3.7114 -3.5961 1.2189
H -4.2722 -4.7721 2.4260
H -2.3171 -5.6965 1.5695
H -1.9319 -5.3212 3.1339
H 1.1228 -4.0871 2.6153
H 0.2842 -5.5751 2.6796
H 0.9134 -5.0805 1.2354
H -2.0851 -3.3577 -0.2294
H -0.4258 -3.0408 -0.3025
H -0.9689 -4.7694 -0.2918
H -2.9500 -0.5583 4.1996
H -1.1806 -0.3498 4.1231
H -1.8600 -1.5861 5.0464
H 0.0820 -1.6967 1.1115
C 2.6025 -0.0816 0.9063
C 2.9455 1.3631 1.3624
C 3.9646 1.3108 2.4848
C 4.7849 2.6235 2.6825
C 5.4665 2.9340 1.4234
C 4.5760 3.1573 0.2092
N 3.5439 2.0214 0.1821
O 2.8028 2.1313 -0.9634
C 3.9413 4.5476 0.4443
C 5.4344 3.0572 -1.0732
C 1.7326 2.0968 1.9568
H 2.3161 -0.1324 -0.1442
H 1.7157 -0.4448 1.4256
H 3.3818 -0.8410 0.9703
H 3.4787 1.3453 3.4599
H 4.6146 0.4411 2.5803
H 5.6407 2.4667 3.3392
H 4.1378 3.3956 3.0988
H 6.1406 2.0892 1.2821
H 6.0823 3.8047 1.6484
H 4.7214 5.3043 0.5278
H 3.2956 4.9553 -0.3335
H 3.2210 4.6227 1.2589
H 4.9428 3.5142 -1.9320
H 6.4443 3.4529 -1.1811
H 5.6242 2.0252 -1.3683
H 1.3629 1.6464 2.8780
H 0.8540 2.1605 1.3149
H 2.0268 3.1201 2.1900
H 3.0310 1.3304 -1.4410
C 2.3981 -1.9607 1.1535
C 3.0235 -2.3241 -0.1952
C 1.9037 -2.8230 -1.2020
O 3.6309 -1.1306 -0.6652
H 3.0864 -1.3544 1.7423
H 2.0002 -2.7949 1.7312
H 1.5394 -1.3277 0.9296
H 3.6939 -3.1368 0.0841
H 1.2146 -2.0407 -1.5203
H 1.2181 -3.5745 -0.8104
H 2.2657 -3.2175 -2.1514
H 4.5850 -1.0409 -0.6080
C 3.9324 -0.1517 -3.0134
C 2.5108 0.4195 -2.8981
C 1.3634 -0.4200 -3.6096
O 2.2032 0.5744 -1.5287
H 3.9735 -1.1626 -2.6076
H 4.6881 0.4540 -2.5133
H 4.2797 -0.1265 -4.0463
H 2.5993 1.3942 -3.3778
H 0.4687 0.1846 -3.7585
H 1.2016 -1.3140 -3.0074
H 1.7757 -0.5783 -4.6061
H 2.1202 -0.2188 -0.9944
C 0.0035 1.2811 -0.1120
C -0.6128 -0.0940 -0.3749
C -1.2295 -0.0757 -1.7682
O 0.1886 -1.1783 -0.0881
H 1.0934 1.2952 -0.1195
H -0.4782 1.6859 0.7781
H -0.1486 2.1333 -0.7744
H -1.3390 -0.2804 0.4162
H -1.9620 0.7083 -1.9607
H -1.7720 -1.0163 -1.8634
H -0.4856 0.0364 -2.5569
H 1.0634 -0.8607 0.1476
C 1.3428 5.0818 0.5398
C 0.7447 4.0914 -0.4302
C 0.0675 4.6587 -1.6744
O 1.7360 3.2211 -0.7277
H 1.8667 4.7678 1.4426
H 0.5140 5.6872 0.9068
H 2.0118 5.5920 -0.1533
H -0.0063 3.4249 -0.0062
H -0.7986 5.3173 -1.6097
H -0.3747 3.7729 -2.1304
H 0.7675 5.1655 -2.3386
H 2.4483 3.3107 -0.0904

*two*
174
Properties=species:S:1:pos:R:3 method="wB97M-V/def2-TZVPD" lumo_energy_ha=0.0109 homo_lumo_gap_ev=8.467 e_homo_ha=-0.3003
C -2.1189 -0.6519 -0.4124
C -3.4474 -0.6974 -1.1995
C -3.9359 0.7275 -1.3045
C -2.9490 -1.0049 -2.6308
C -4.1230 -1.3224 -3.5870
C -4.8393 -2.5330 -3.0864
C -5.4057 -2.3789 -1.6627
C -6.7350 -1.5359 -1.8232
C -5.7847 -3.7909 -1.0520
N -4.4140 -1.7770 -0.7285
O -4.8866 -1.4896 0.5179
H -1.5585 -1.5824 -0.5019
H -1.4723 0.1634 -0.7369
H -2.3417 -0.4537 0.6360
H -3.2454 1.4883 -1.6685
H -4.8989 0.8972 -1.7861
H -4.1699 0.9999 -0.2754
H -2.4957 -0.0892 -3.0103
H -2.2470 -1.8342 -2.7174
H -4.8585 -0.5383 -3.7670
H -3.6370 -1.5435 -4.5372
H -4.1073 -3.3253 -2.9297
H -5.6240 -2.8925 -3.7521
H -7.2924 -1.6289 -0.8911
H -7.2907 -1.8651 -2.7012
H -6.3815 -0.5216 -2.0085
H -6.5931 -4.3414 -1.5331
H -6.0952 -3.5975 -0.0252
H -4.9456 -4.4646 -0.8787
H -5.4153 -0.6965 0.4035
C 2.3900 2.1498 -3.1965
C 2.7407 1.0588 -4.1476
C 1.9790 -0.2231 -3.6788
C 2.1819 1.3880 -5.6160
C 3.0911 2.3130 -6.5395
C 4.5779 1.8034 -6.4154
C 5.1556 1.5618 -5.0082
C 6.5271 0.7658 -5.1424
C 5.5247 2.9213 -4.4155
N 4.1677 0.7185 -4.2541
O 4.6684 0.2878 -2.9877
H 1.3042 2.2191 -3.1318
H 2.6621 2.2255 -2.1438
H 2.7743 3.0062 -3.7506
H 0.9202 -0.1274 -3.9193
H 2.3101 -1.0592 -4.2947
H 2.0308 -0.4342 -2.6107
H 1.9100 0.4964 -6.1810
H 1.2960 1.9546 -5.3293
H 2.7188 2.1420 -7.5496
H 2.9553 3.3432 -6.2101
H 5.1549 2.6246 -6.8406
H 4.8140 0.9246 -7.0154
H 6.3872 -0.1653 -5.6914
H 6.8996 0.5371 -4.1438
H 7.3445 1.3565 -5.5560
H 4.9525 3.7466 -4.8392
H 6.5315 3.2355 -4.6909
H 5.4409 2.9481 -3.3291
H 4.6280 -0.6705 -3.0285
C -2.1969 3.0957 1.1844
C -1.7690 4.4941 0.8771
C -2.7531 5.3561 -0.0705
C -1.6327 5.1602 2.2664
C -0.7226 6.4264 2.3625
C 0.6527 6.1697 1.6355
C 0.5379 5.5917 0.1850
C 0.0606 6.6566 -0.6550
C 1.9328 5.1653 -0.3397
N -0.4557 4.4414 0.3021
O -0.2986 3.5981 -0.8206
H -1.8203 2.6195 2.0897
H -3.2539 3.0823 1.4503
H -2.1422 2.3788 0.3651
H -2.5579 6.4026 0.1640
H -2.6188 5.0649 -1.1122
H -3.7980 5.2597 0.2243
H -2.6026 5.4779 2.6492
H -1.1990 4.4428 2.9630
H -1.2812 7.1725 1.7973
H -0.6409 6.7313 3.4057
H 1.3185 5.4850 2.1609
H 1.1946 7.1129 1.5670
H 0.9275 7.1975 -1.0344
H -0.4838 7.4642 -0.1656
H -0.5492 6.2668 -1.4700
H 2.2416 4.2104 0.0856
H 2.6085 5.8973 0.1028
H 2.1776 5.1814 -1.4017
H -0.5444 4.1202 -1.5878
C -0.3215 -4.3446 -2.8775
C 0.0912 -5.2055 -1.7259
C 1.6001 -5.5442 -1.7502
C -0.1191 -4.3542 -0.4670
C -1.6114 -4.3098 -0.0894
C -2.1491 -5.7984 0.0404
C -1.9730 -6.6481 -1.2092
C -2.2532 -8.1098 -0.8513
C -3.0352 -6.2940 -2.3449
N -0.6465 -6.5077 -1.6670
O -0.4042 -7.2910 -2.7766
H 0.4760 -3.6205 -3.0439
H -0.4833 -4.9502 -3.7692
H -1.2672 -3.8098 -2.7897
H 2.2222 -4.6686 -1.5648
H 1.8669 -6.0987 -0.8505
H 1.9327 -6.0807 -2.6388
H 0.4718 -4.8389 0.3101
H 0.1960 -3.3122 -0.5215
H -1.7824 -3.9126 0.9112
H -2.1183 -3.6041 -0.7476
H -3.2042 -5.6569 0.2745
H -1.7227 -6.3011 0.9085
H -3.1525 -8.0771 -0.2362
H -1.4480 -8.6120 -0.3150
H -2.4922 -8.7124 -1.7275
H -2.5828 -5.6862 -3.1284
H -3.9136 -5.7780 -1.9572
H -3.4763 -7.1296 -2.8883
H 0.0997 -7.9974 -2.3659
C 3.9396 2.4242 4.0201
C 3.8212 3.1811 2.6859
O 3.7733 2.2580 1.6536
H 4.9567 2.0442 4.1160
H 3.2678 1.5678 4.0783
H 3.7725 3.1149 4.8466
H 4.6599 3.8587 2.5260
H 2.9679 3.8554 2.6129
H 2.8849 1.9044 1.7396
C 0.8835 0.4161 0.2243
C 0.5226 0.7518 1.6932
O 0.8403 2.1065 2.0391
H 0.3893 1.0374 -0.5226
H 0.8777 -0.6583 0.0405
H 1.9555 0.6078 0.2712
H 0.9567 0.0684 2.4229
H -0.5342 0.4974 1.7748
H 0.5810 2.6213 1.2715
C 3.0132 0.3591 6.8712
C 2.4362 -0.5182 5.8133
O 3.6167 -1.0399 5.2015
H 3.7076 -0.1304 7.5540
H 2.2191 0.8827 7.4034
H 3.7085 1.1377 6.5576
H 1.8295 0.1364 5.1876
H 1.9269 -1.3824 6.2399
H 3.3217 -1.4922 4.4077
C 0.8046 -3.6302 3.1256
C 2.2365 -3.7889 2.8223
O 2.8096 -2.4655 2.7346
H 0.2317 -2.7469 2.8435
H 0.6753 -3.6919 4.2061
H 0.1478 -4.4026 2.7254
H 2.4076 -4.2716 1.8601
H 2.8361 -4.3480 3.5407
H 3.7181 -2.6266 2.4695
C -1.8498 -1.6810 4.3896
C -1.2856 -0.9062 5.6247
O -2.0282 0.1994 5.8118
H -1.4310 -1.3502 3.4391
H -2.9092 -1.4317 4.4500
H -1.7618 -2.7673 4.3720
H -0.2544 -0.6436 5.3885
H -1.2484 -1.3867 6.6024
H -1.6703 0.8247 5.1774
C -0.2957 3.5979 6.0803
C 0.4348 2.4843 5.4753
O -0.3265 1.9270 4.4793
H 0.2947 4.3785 6.5602
H -0.9360 3.1989 6.8671
H -0.9094 4.1035 5.3348
H 0.7284 1.7032 6.1765
H 1.3734 2.8929 5.1010
H 0.0519 1.9814 3.5987

Least stable: *one*